# 1
{
  "formula": "C8H17O3V",
  "method": "ωB97M-V/def2-TZVPD",
  "spin_multiplicity": 4,
  "gap_ev": [6.088, 6.069],
  "energy_ev": -40391.861,
  "total_charge": 1,
  "species": ["V", "C", "C", "O", "H", "H", "H", "H", "H", "C", "C", "O", "C", "H", "H", "H", "H", "H", "H", "C", "C", "O", "C", "H", "H", "H", "H", "H", "H"],
  "xyz": [[1.0371, 3.8972, 1.5657], [1.6151, 0.4009, -0.8531], [1.1518, 1.8266, -1.3004], [1.2067, 2.7835, -0.2033], [1.2431, 0.0694, 0.1163], [2.7019, 0.3957, -0.7692], [1.2527, -0.3400, -1.5656], [0.1210, 1.5535, -1.5266], [1.6486, 2.1849, -2.2020], [1.2520, -0.5292, 2.8578], [0.4595, 0.7473, 3.0728], [0.8378, 1.7459, 2.4420], [-0.7322, 0.6930, 4.0427], [2.2416, -0.2629, 2.4864], [0.6333, -1.0347, 2.1163], [1.2841, -1.0321, 3.8243], [-1.6966, 0.4086, 3.6218], [-0.9017, 1.7021, 4.4183], [-0.4867, 0.0639, 4.8983], [-1.7505, -2.4467, -1.7870], [-1.0560, -1.8152, -2.9926], [-0.0970, -2.3515, -3.4536], [-1.5079, -0.4699, -3.4695], [-1.3131, -3.4354, -1.6486], [-2.8381, -2.4861, -1.8491], [-1.4157, -1.9579, -0.8721], [-1.8775, 0.2084, -2.7005], [-2.2705, -0.5863, -4.2396], [-0.7425, 0.0669, -4.0300]]
}


# 2
{
  "formula": "C3H5NO3S",
  "method": "ωB97M-V/def2-TZVPD",
  "spin_multiplicity": 1,
  "gap_ev": 9.050,
  "energy_ev": -21656.038,
  "relative_energy_ev": 4.139,
  "species": ["C", "C", "C", "H", "H", "H", "H", "H", "N", "O", "O", "O", "S"],
  "xyz": [[-0.6140, 1.3212, 0.7590], [0.0165, 0.0414, 0.2843], [0.0110, -0.3913, -1.2454], [-0.8076, 1.6505, -1.3471], [0.2441, 1.7626, 1.6726], [-1.7559, 1.1238, 1.5172], [1.5127, -2.2765, 2.4700], [0.2621, -1.6344, -2.4599], [0.4709, -0.5340, 1.3163], [-0.5259, 2.1924, -0.4926], [0.6599, -1.4013, -1.5727], [-0.7028, 0.1761, -2.0277], [1.2290, -2.0305, 1.1261]]
}